Density functional theory data (the ωB97M-V functional and the def2-TZVPD basis) for a cluster of 2 separate species, C3H9N3O2 in total in a non-equilibrium geometry.

Structure (ORCA input):
```
! RIJCOSX wB97M-V def2-TZVPD def2/J DEFGRID3
* xyz 0 1
H -2.586 -0.970 -0.172
N -2.430 -0.151 0.417
C -1.625 0.664 -0.158
N -1.043 0.459 -1.361
C -0.085 1.362 -1.950
H -1.327 1.602 0.343
H -1.375 -0.299 -1.945
H -0.551 2.321 -2.192
H 0.318 0.928 -2.869
H 0.749 1.534 -1.262
N 1.570 -1.171 2.914
O 0.599 -1.354 1.822
C 1.190 -1.231 0.591
O 2.352 -0.922 0.377
H 2.461 -1.084 2.410
H 1.336 -0.226 3.220
H 0.446 -1.461 -0.185
*
```

The calculation puts the frontier orbital gap at 9.8 eV. As for the total energy: -434.380745 hartree. The SMILES is [H]/N=C\NC.NOC=O.

***

Density functional theory data (the ωB97M-V functional and the def2-TZVPD basis) for a cluster of 2 separate species, C26H28N4 in total in a non-equilibrium geometry.

Structure (ORCA input):
```
! RIJCOSX wB97M-V def2-TZVPD def2/J DEFGRID3
* xyz 0 1
C 5.872 1.516 -1.318
N 4.514 1.086 -1.026
C 3.538 1.980 -0.703
C 2.347 1.301 -0.386
C 1.128 1.789 0.120
C -0.117 1.554 -0.500
C -0.384 0.547 -1.488
C -1.662 0.056 -1.675
C -2.767 0.740 -1.069
N -4.014 0.189 -1.098
C -4.294 -0.990 -1.908
C -3.119 -1.947 -1.963
C -1.867 -1.223 -2.439
C -5.190 0.968 -0.731
C -4.912 2.006 0.354
C -3.677 2.842 0.038
C -2.532 1.988 -0.406
C -1.232 2.377 -0.165
C 2.627 -0.110 -0.629
C 1.912 -1.236 -0.272
C 2.585 -2.461 -0.160
C 3.933 -2.565 -0.558
C 4.646 -1.448 -1.038
C 3.991 -0.219 -1.011
H 6.606 0.761 -1.020
H 6.008 1.754 -2.384
H 6.068 2.450 -0.771
H 3.711 3.047 -0.733
H 1.139 2.515 0.940
H 0.438 0.165 -2.102
H -5.192 -1.467 -1.490
H -4.526 -0.677 -2.942
H -2.939 -2.397 -0.984
H -3.354 -2.766 -2.637
H -1.940 -1.003 -3.517
H -0.983 -1.864 -2.314
H -5.570 1.505 -1.623
H -5.967 0.257 -0.410
H -5.786 2.654 0.456
H -4.772 1.496 1.313
H -3.922 3.600 -0.724
H -3.365 3.382 0.939
H -1.042 3.342 0.310
H 0.848 -1.127 -0.071
H 2.040 -3.327 0.231
H 4.436 -3.530 -0.475
H 5.667 -1.509 -1.426
C 1.202 -2.821 4.753
C 0.995 -1.601 3.938
C 1.755 -1.141 2.801
N 1.174 -0.017 2.319
C 0.113 0.245 3.155
N -0.002 -0.703 4.146
H 1.528 -3.660 4.123
H 1.962 -2.669 5.540
H 0.254 -3.099 5.234
H 2.637 -1.631 2.406
H -0.547 1.098 3.043
*
```

The calculation puts the frontier orbital gap at 4.0 eV. As for the total energy: -1226.478550 hartree.

***

Density functional theory data (the ωB97M-V functional and the def2-TZVPD basis) for a structure of composition C36H38B2Cl4F4N7O9SSeSr.

Structure (ORCA input):
```
! RIJCOSX wB97M-V def2-TZVPD def2/J DEFGRID3
* xyz -1 1
Sr -0.308 2.282 -1.373
C -3.670 4.586 0.723
C -2.956 3.374 0.192
N -2.578 3.285 -1.030
O -2.820 4.331 -1.831
B -2.416 4.188 -3.292
F -3.557 3.972 -4.049
F -1.779 5.359 -3.649
O -1.507 2.999 -3.378
N -0.907 2.778 -4.595
C -0.608 1.556 -4.850
C 0.125 1.386 -6.154
C -0.945 0.312 -4.090
N -1.211 0.396 -2.843
O -1.554 -0.768 -2.230
B -2.174 -0.645 -0.880
F -3.539 -0.894 -0.938
F -1.562 -1.615 -0.063
O -1.921 0.735 -0.385
N -2.328 1.015 0.904
C -2.718 2.219 1.121
C -3.025 2.473 2.576
C -0.994 -0.999 -4.824
H -3.634 5.371 -0.025
H -3.209 4.943 1.643
H -4.716 4.357 0.939
H 0.315 2.370 -6.574
H -0.454 0.799 -6.869
H 1.082 0.879 -5.999
H -2.874 1.552 3.133
H -4.050 2.819 2.718
H -2.356 3.236 2.981
H -0.219 -1.059 -5.584
H -1.963 -1.120 -5.317
H -0.876 -1.815 -4.116
Cl 5.178 1.697 -5.302
C 4.399 0.751 -4.087
C 4.818 -0.551 -3.843
Cl 6.132 -1.234 -4.733
C 4.163 -1.312 -2.868
Cl 4.642 -2.949 -2.574
C 3.111 -0.773 -2.156
O 2.377 -1.541 -1.292
C 2.690 0.553 -2.373
O 1.708 0.987 -1.663
C 3.347 1.299 -3.359
Cl 2.753 2.889 -3.654
C -0.064 -3.807 -2.025
C 0.006 -4.770 -0.846
C 1.406 -5.310 -0.559
C 2.412 -4.263 -0.077
N 1.902 -3.529 1.084
C 1.351 -2.297 1.142
Se 1.534 -0.670 0.089
N 0.655 -2.187 2.290
C -0.291 -1.095 2.600
C -1.594 -1.574 3.234
C -2.259 -2.803 2.591
C -3.709 -2.544 2.200
C 0.861 -3.329 3.054
C 0.485 -3.678 4.346
C 0.886 -4.918 4.808
C 1.643 -5.787 4.015
C 2.031 -5.435 2.737
C 1.630 -4.186 2.279
H -1.092 -3.498 -2.213
H 0.331 -4.277 -2.931
H 0.503 -2.894 -1.849
H -0.649 -5.624 -1.034
H -0.395 -4.284 0.050
H 1.825 -5.744 -1.472
H 1.337 -6.123 0.169
H 2.631 -3.547 -0.850
H 3.352 -4.734 0.218
H -0.525 -0.616 1.649
H 0.208 -0.361 3.224
H -2.263 -0.714 3.155
H -1.450 -1.735 4.303
H -2.213 -3.645 3.289
H -1.704 -3.105 1.702
H -4.309 -2.300 3.082
H -4.152 -3.420 1.724
H -3.774 -1.715 1.496
H -0.081 -3.010 4.976
H 0.611 -5.219 5.810
H 1.940 -6.748 4.415
H 2.634 -6.094 2.128
O 0.791 1.717 3.054
C 0.988 2.693 2.346
N 1.026 2.707 0.988
S 1.500 4.147 0.437
O 2.857 4.173 -0.033
O 0.493 4.616 -0.508
C 1.405 5.020 1.971
C 1.575 6.359 2.262
C 1.473 6.732 3.597
C 1.224 5.784 4.588
C 1.068 4.441 4.269
C 1.160 4.074 2.939
H 1.769 7.085 1.484
H 1.586 7.773 3.871
H 1.149 6.104 5.620
H 0.874 3.689 5.024
*
```

The calculation puts the frontier orbital gap at 7.5 eV. As for the total energy: -7575.825344 hartree.

***

Question: What is the frontier orbital gap in the first record?
Answer: 9.8 eV